Entry 1:
A structure of composition C44H33Cl5IIrP3S2. Source: OMol25; level of theory: ωB97M-V with the def2-TZVPD basis set.

Cartesian coordinates (Å):
Ir (-0.4856, -1.2430, 1.2880)
S (-3.3528, 0.9874, 0.0061)
P (-1.7525, 0.9217, -1.1555)
C (-0.3868, -0.0485, -0.5972)
P (0.3166, -1.5560, -1.0934)
S (-2.3543, -2.5797, 0.5287)
C (-0.2000, -2.0221, -2.7771)
C (-0.8809, -3.2157, -2.9875)
C (-1.2329, -3.5866, -4.2769)
C (-0.9197, -2.7598, -5.3422)
C (-0.2703, -1.5506, -5.1255)
C (0.0881, -1.1758, -3.8428)
C (2.0864, -1.1900, -1.3455)
C (2.8424, -2.0287, -2.1654)
C (4.1987, -1.8027, -2.3284)
C (4.8137, -0.7492, -1.6661)
C (4.0630, 0.0897, -0.8560)
C (2.7033, -0.1311, -0.6890)
C (-2.4315, 0.5828, -2.8098)
C (-3.2371, -0.5407, -2.9705)
C (-3.8554, -0.7699, -4.1871)
C (-3.6854, 0.1282, -5.2338)
C (-2.8896, 1.2490, -5.0704)
C (-2.2544, 1.4788, -3.8579)
C (-0.9574, 2.5575, -1.3380)
C (-1.6489, 3.7270, -1.0489)
C (-0.9894, 4.9479, -1.1008)
C (0.3495, 5.0023, -1.4590)
C (1.0339, 3.8373, -1.7816)
C (0.3840, 2.6161, -1.7140)
H (-1.1281, -3.8479, -2.1425)
H (-1.7485, -4.5235, -4.4455)
H (-1.1846, -3.0552, -6.3495)
H (-0.0380, -0.9006, -5.9590)
H (0.5922, -0.2327, -3.6683)
H (2.3606, -2.8492, -2.6806)
H (4.7792, -2.4549, -2.9684)
H (5.8759, -0.5803, -1.7879)
H (4.5368, 0.9221, -0.3501)
H (2.1164, 0.5236, -0.0576)
H (-3.3870, -1.2106, -2.1322)
H (-4.4801, -1.6450, -4.3123)
H (-4.1807, -0.0478, -6.1808)
H (-2.7654, 1.9551, -5.8820)
H (-1.6389, 2.3586, -3.7195)
H (-2.6972, 3.6658, -0.7817)
H (-1.5213, 5.8589, -0.8563)
H (0.8649, 5.9540, -1.4839)
H (2.0740, 3.8795, -2.0798)
H (0.9113, 1.6964, -1.9397)
Cl (1.0003, -4.3222, -0.4545)
C (1.5824, -3.8148, 1.0933)
C (0.9374, -2.8096, 1.8200)
C (1.3683, -2.6761, 3.1406)
Cl (0.4566, -1.5974, 4.1365)
C (2.4395, -3.3631, 3.6907)
Cl (2.9213, -3.0852, 5.3153)
C (3.1183, -4.2840, 2.8998)
Cl (4.4701, -5.1343, 3.5312)
C (2.6599, -4.5389, 1.6114)
Cl (3.4294, -5.7636, 0.6781)
C (-1.9312, 2.8152, 2.2185)
P (-0.9508, 1.2601, 2.1222)
C (0.7361, 1.8299, 2.5178)
C (1.7761, 0.9081, 2.3989)
C (3.0870, 1.2671, 2.6586)
C (3.3839, 2.5802, 2.9946)
C (2.3657, 3.5183, 3.0748)
C (1.0490, 3.1487, 2.8427)
C (-1.6196, 0.6095, 3.6990)
C (-2.7224, -0.2404, 3.6214)
C (-3.2817, -0.7570, 4.7814)
C (-2.7280, -0.4450, 6.0145)
C (-1.6409, 0.4135, 6.0951)
C (-1.0889, 0.9489, 4.9407)
H (-1.8020, 3.2482, 3.2112)
H (-2.9734, 2.5475, 2.0817)
H (-1.6367, 3.5183, 1.4414)
H (1.5513, -0.1104, 2.0889)
H (3.8777, 0.5308, 2.5852)
H (4.4076, 2.8752, 3.1846)
H (2.5954, 4.5479, 3.3178)
H (0.2694, 3.8928, 2.9225)
H (-3.1501, -0.4662, 2.6502)
H (-4.1438, -1.4067, 4.7181)
H (-3.1441, -0.8738, 6.9172)
H (-1.2170, 0.6709, 7.0577)
H (-0.2289, 1.6060, 4.9967)
I (-3.6595, -3.6905, 2.1590)

Values from the calculation:
Lowest unoccupied orbital energy (alpha / beta): -1.41 / -1.29 eV
Calculated total energy: -169250.6025 eV
Relative energy (zero: lowest compared OMol25 entry of this formula, charge and spin): 430.7 kJ/mol
2S+1: 2
Orbital gap (alpha / beta): 5.773 / 5.928 eV
<S²>: 0.771
E_HOMO (alpha / beta): -7.18 / -7.22 eV

Löwdin atomic charges, in units of e: atom 1 (Ir): 0.64, atom 2 (S): 0.29, atom 3 (P): 0.41, atom 4 (C): -0.62, atom 5 (P): 0.80, atom 6 (S): -0.28, atom 7 (C): -0.37, atom 8 (C): -0.12, atom 9 (C): -0.07, atom 10 (C): -0.08, atom 11 (C): -0.07, atom 12 (C): -0.09, atom 13 (C): -0.35, atom 14 (C): -0.10, atom 15 (C): -0.07, atom 16 (C): -0.08, atom 17 (C): -0.07, atom 18 (C): -0.10, atom 19 (C): -0.36, atom 20 (C): -0.11, atom 21 (C): -0.07, atom 22 (C): -0.09, atom 23 (C): -0.08, atom 24 (C): -0.08, atom 25 (C): -0.37, atom 26 (C): -0.12, atom 27 (C): -0.08, atom 28 (C): -0.08, atom 29 (C): -0.07, atom 30 (C): -0.09, atom 31 (H): 0.06, atom 32 (H): 0.11, atom 33 (H): 0.11, atom 34 (H): 0.11, atom 35 (H): 0.11, atom 36 (H): 0.10, atom 37 (H): 0.11, atom 38 (H): 0.10, atom 39 (H): 0.10, atom 40 (H): 0.07, atom 41 (H): 0.08, atom 42 (H): 0.11, atom 43 (H): 0.10, atom 44 (H): 0.10, atom 45 (H): 0.10, atom 46 (H): 0.09, atom 47 (H): 0.11, atom 48 (H): 0.10, atom 49 (H): 0.10, atom 50 (H): 0.08, atom 51 (Cl): 0.73, atom 52 (C): -0.66, atom 53 (C): -0.30, atom 54 (C): -0.69, atom 55 (Cl): 0.80, atom 56 (C): -0.71, atom 57 (Cl): 0.70, atom 58 (C): -0.71, atom 59 (Cl): 0.69, atom 60 (C): -0.70, atom 61 (Cl): 0.69, atom 62 (C): -0.25, atom 63 (P): 0.94, atom 64 (C): -0.35, atom 65 (C): -0.15, atom 66 (C): -0.07, atom 67 (C): -0.07, atom 68 (C): -0.07, atom 69 (C): -0.08, atom 70 (C): -0.46, atom 71 (C): -0.16, atom 72 (C): -0.09, atom 73 (C): -0.08, atom 74 (C): -0.09, atom 75 (C): -0.14, atom 76 (H): 0.05, atom 77 (H): 0.00, atom 78 (H): 0.02, atom 79 (H): 0.04, atom 80 (H): 0.11, atom 81 (H): 0.11, atom 82 (H): 0.11, atom 83 (H): 0.10, atom 84 (H): 0.04, atom 85 (H): 0.09, atom 86 (H): 0.10, atom 87 (H): 0.11, atom 88 (H): 0.11, atom 89 (I): 0.31

---

Entry 2:
A structure of composition C44H33ClGeMgN3O6S. Source: OMol25; level of theory: ωB97M-V with the def2-TZVPD basis set.

Cartesian coordinates (Å):
Mg (0.9533, 0.5507, -2.2583)
Cl (3.7594, -5.0674, 1.1866)
C (3.2072, -3.8981, 0.0104)
C (2.5706, -4.3484, -1.1580)
C (2.1248, -3.4565, -2.0881)
C (2.2438, -2.0404, -1.9090)
O (1.7658, -1.2486, -2.7753)
C (2.9386, -1.6180, -0.7234)
C (3.2997, -0.2518, -0.5214)
N (2.8586, 0.6941, -1.2721)
C (3.3194, 2.0055, -1.2110)
C (4.1779, 2.5369, -0.2794)
C (4.5593, 3.8908, -0.3382)
C (4.0880, 4.7093, -1.3238)
C (3.2083, 4.1966, -2.3068)
C (2.6622, 4.9945, -3.3396)
C (1.8141, 4.4318, -4.2441)
C (1.5031, 3.0599, -4.1148)
N (1.9884, 2.2967, -3.1781)
C (2.8310, 2.8432, -2.2613)
C (3.4034, -2.5630, 0.2135)
H (2.4303, -5.4104, -1.3054)
H (1.6131, -3.7928, -2.9793)
H (4.0077, -0.0573, 0.2930)
H (4.5562, 1.9216, 0.5249)
H (5.2271, 4.2806, 0.4178)
H (4.3689, 5.7533, -1.3635)
H (2.9155, 6.0467, -3.3858)
H (1.3579, 5.0096, -5.0341)
H (0.8090, 2.5840, -4.7985)
H (3.9167, -2.2178, 1.1040)
O (-0.5229, 3.8117, -0.1764)
C (0.1105, 2.7589, -0.1138)
O (0.2655, 1.9022, -1.0429)
C (0.8292, 2.3836, 1.1993)
C (0.8547, 0.8816, 1.4665)
Ge (-0.7044, 0.1021, 2.3656)
C (-0.1957, -1.6949, 2.9748)
C (-0.7828, -2.3448, 4.0567)
C (-0.4063, -3.6322, 4.4103)
C (0.5631, -4.2994, 3.6749)
C (1.1464, -3.6766, 2.5838)
C (0.7710, -2.3845, 2.2437)
C (-2.2486, -0.1064, 1.1789)
C (-2.8402, -1.3593, 1.0333)
C (-3.9379, -1.5390, 0.2058)
C (-4.4664, -0.4612, -0.4871)
C (-3.8819, 0.7888, -0.3616)
C (-2.7786, 0.9620, 0.4580)
C (-1.1980, 1.2254, 3.9025)
C (-1.8541, 2.4371, 3.6889)
C (-2.2091, 3.2569, 4.7486)
C (-1.9187, 2.8775, 6.0497)
C (-1.2610, 1.6807, 6.2809)
C (-0.9033, 0.8682, 5.2140)
H (0.4055, 2.9802, 2.0123)
H (1.8608, 2.7323, 1.0833)
H (1.7166, 0.6193, 2.0936)
H (0.9706, 0.3515, 0.5211)
H (-1.5644, -1.8518, 4.6245)
H (-0.8745, -4.1171, 5.2573)
H (0.8546, -5.3064, 3.9472)
H (1.8873, -4.1948, 1.9858)
H (1.2315, -1.9277, 1.3755)
H (-2.4302, -2.2147, 1.5557)
H (-4.3727, -2.5253, 0.0940)
H (-5.3184, -0.5998, -1.1429)
H (-4.2547, 1.6260, -0.9339)
H (-2.3081, 1.9369, 0.4802)
H (-2.0936, 2.7596, 2.6831)
H (-2.7116, 4.1950, 4.5533)
H (-2.2004, 3.5145, 6.8789)
H (-1.0225, 1.3772, 7.2921)
H (-0.3681, -0.0535, 5.4161)
O (-0.8531, -2.6804, -0.9325)
C (-1.2830, -1.8830, -1.7430)
N (-0.9218, -0.5742, -1.8332)
S (-1.5428, 0.1254, -3.1315)
O (-0.3947, 0.3820, -4.0153)
O (-2.3861, 1.2614, -2.9070)
C (-2.5162, -1.2319, -3.6915)
C (-3.4233, -1.3179, -4.7270)
C (-4.1146, -2.5160, -4.8571)
C (-3.8989, -3.5677, -3.9688)
C (-2.9871, -3.4518, -2.9299)
C (-2.2949, -2.2609, -2.8031)
H (-3.5922, -0.4909, -5.4010)
H (-4.8360, -2.6320, -5.6549)
H (-4.4617, -4.4839, -4.0902)
H (-2.8109, -4.2529, -2.2260)

Values from the calculation:
Lowest unoccupied orbital energy: 1.75 eV
Calculated total energy: -148245.1794 eV
2S+1: 1
Total charge: -1
Orbital gap: 6.837 eV
E_HOMO: -5.08 eV

Löwdin atomic charges, in units of e: atom 1 (Mg): 0.61, atom 2 (Cl): 0.66, atom 3 (C): -0.67, atom 4 (C): -0.09, atom 5 (C): 0.00, atom 6 (C): -0.36, atom 7 (O): -0.07, atom 8 (C): -0.14, atom 9 (C): -0.07, atom 10 (N): 0.06, atom 11 (C): -0.19, atom 12 (C): -0.02, atom 13 (C): -0.08, atom 14 (C): -0.04, atom 15 (C): -0.14, atom 16 (C): -0.01, atom 17 (C): -0.03, atom 18 (C): -0.09, atom 19 (N): 0.10, atom 20 (C): -0.14, atom 21 (C): -0.09, atom 22 (H): 0.10, atom 23 (H): 0.12, atom 24 (H): 0.13, atom 25 (H): 0.10, atom 26 (H): 0.10, atom 27 (H): 0.11, atom 28 (H): 0.12, atom 29 (H): 0.10, atom 30 (H): 0.12, atom 31 (H): 0.12, atom 32 (O): 0.01, atom 33 (C): -0.66, atom 34 (O): -0.11, atom 35 (C): -0.15, atom 36 (C): -0.25, atom 37 (Ge): 1.05, atom 38 (C): -0.26, atom 39 (C): -0.13, atom 40 (C): -0.10, atom 41 (C): -0.09, atom 42 (C): -0.09, atom 43 (C): -0.08, atom 44 (C): -0.24, atom 45 (C): -0.12, atom 46 (C): -0.10, atom 47 (C): -0.10, atom 48 (C): -0.10, atom 49 (C): -0.10, atom 50 (C): -0.25, atom 51 (C): -0.10, atom 52 (C): -0.09, atom 53 (C): -0.11, atom 54 (C): -0.10, atom 55 (C): -0.12, atom 56 (H): 0.10, atom 57 (H): 0.09, atom 58 (H): 0.08, atom 59 (H): 0.04, atom 60 (H): 0.10, atom 61 (H): 0.09, atom 62 (H): 0.10, atom 63 (H): 0.00, atom 64 (H): 0.08, atom 65 (H): 0.09, atom 66 (H): 0.10, atom 67 (H): 0.10, atom 68 (H): 0.10, atom 69 (H): 0.09, atom 70 (H): 0.10, atom 71 (H): 0.10, atom 72 (H): 0.09, atom 73 (H): 0.09, atom 74 (H): 0.09, atom 75 (O): 0.07, atom 76 (C): -0.51, atom 77 (N): -0.07, atom 78 (S): 0.64, atom 79 (O): -0.32, atom 80 (O): -0.26, atom 81 (C): -0.21, atom 82 (C): -0.03, atom 83 (C): -0.08, atom 84 (C): -0.07, atom 85 (C): 0.00, atom 86 (C): -0.12, atom 87 (H): 0.12, atom 88 (H): 0.10, atom 89 (H): 0.10, atom 90 (H): 0.12

---

Entry 3:
A structure of composition C44H35AuN4O2Te. Source: OMol25; level of theory: ωB97M-V with the def2-TZVPD basis set.

Cartesian coordinates (Å):
Au (-0.0159, -0.0291, 0.5210)
C (3.7840, -2.8851, 0.5463)
C (4.5253, -2.3631, 1.5858)
C (4.0334, -1.2612, 2.2732)
C (2.8254, -0.7131, 1.8761)
N (2.1048, -1.2288, 0.8644)
C (2.5669, -2.2969, 0.2291)
C (2.2603, 0.4950, 2.5245)
C (2.8747, 1.1679, 3.5761)
C (2.2911, 2.3131, 4.0819)
C (1.1173, 2.7949, 3.5184)
C (0.5450, 2.0902, 2.4760)
N (1.1126, 0.9565, 2.0306)
C (-0.6421, 2.5614, 1.7217)
C (-1.4050, 3.6530, 2.0872)
C (-2.4119, 4.0871, 1.2360)
C (-2.6180, 3.4309, 0.0374)
C (-1.8540, 2.3144, -0.2499)
N (-0.8984, 1.8950, 0.5776)
H (4.1196, -3.7502, -0.0070)
H (5.4712, -2.8041, 1.8685)
H (4.5953, -0.8449, 3.0946)
H (1.9290, -2.7130, -0.5363)
H (3.8030, 0.8053, 3.9879)
H (2.7596, 2.8455, 4.8982)
H (0.6721, 3.7126, 3.8709)
H (-1.2188, 4.1621, 3.0207)
H (-3.0210, 4.9379, 1.5080)
H (-3.3742, 3.7542, -0.6629)
H (-2.0039, 1.7352, -1.1477)
C (-5.9631, -4.5294, -0.0845)
C (-4.9716, -3.4175, -0.0535)
C (-5.3726, -2.1052, 0.2761)
C (-4.4880, -1.0579, 0.2926)
C (-4.8663, 0.3005, 0.8181)
O (-4.0847, 0.8898, 1.5378)
C (-6.1801, 0.8601, 0.4361)
C (-6.7638, 0.5589, -0.7940)
C (-7.9647, 1.1504, -1.1517)
C (-8.5938, 2.0199, -0.2714)
C (-8.0196, 2.3147, 0.9596)
C (-6.8072, 1.7485, 1.3095)
C (-3.1118, -1.2991, -0.0759)
O (-2.2894, -0.3537, -0.1788)
C (-2.7061, -2.6572, -0.3728)
C (-3.6167, -3.6690, -0.3682)
C (-1.2554, -2.6800, -0.6977)
N (-0.3655, -2.6682, 0.2202)
C (-0.7509, -2.9845, 1.5994)
C (-0.8887, -4.4844, 1.8421)
Te (0.7613, -5.7094, 1.2367)
C (0.2411, -5.8071, -0.8030)
C (1.0876, -5.2739, -1.7702)
C (0.7885, -5.4101, -3.1181)
C (-0.3696, -6.0641, -3.5109)
C (-1.2238, -6.5908, -2.5514)
C (-0.9132, -6.4751, -1.2034)
C (-0.9002, -2.4420, -2.1133)
C (-1.7510, -2.8825, -3.1221)
C (-1.4115, -2.7005, -4.4554)
C (-0.2310, -2.0591, -4.7894)
C (0.6168, -1.5973, -3.7873)
C (0.2858, -1.7924, -2.4590)
H (-6.9091, -4.2431, 0.3680)
H (-5.5764, -5.4140, 0.4232)
H (-6.1575, -4.8222, -1.1206)
H (-6.4074, -1.9384, 0.5475)
H (-6.2756, -0.1223, -1.4797)
H (-8.4118, 0.9343, -2.1122)
H (-9.5389, 2.4699, -0.5445)
H (-8.5207, 2.9875, 1.6420)
H (-6.3406, 1.9757, 2.2589)
H (-3.3118, -4.6784, -0.6203)
H (-1.6936, -2.4896, 1.8764)
H (0.0241, -2.5811, 2.2566)
H (-1.7598, -4.8893, 1.3263)
H (-1.0314, -4.6791, 2.9053)
H (1.9949, -4.7581, -1.4770)
H (1.4632, -5.0057, -3.8615)
H (-0.6000, -6.1766, -4.5622)
H (-2.1124, -7.1305, -2.8540)
H (-1.5496, -6.9508, -0.4649)
H (-2.6719, -3.3913, -2.8742)
H (-2.0716, -3.0604, -5.2332)
H (0.0305, -1.9098, -5.8285)
H (1.5328, -1.0836, -4.0472)
H (0.9607, -1.4349, -1.6899)

Values from the calculation:
Lowest unoccupied orbital energy: -8.93 eV
Calculated total energy: -67220.2192 eV
Relative energy (zero: lowest compared OMol25 entry of this formula, charge and spin): 63.9 kJ/mol
2S+1: 1
Total charge: +2
Orbital gap: 3.173 eV
E_HOMO: -12.10 eV

Löwdin atomic charges, in units of e: atom 1 (Au): 1.11, atom 2 (C): -0.03, atom 3 (C): -0.01, atom 4 (C): 0.02, atom 5 (C): -0.20, atom 6 (N): 0.05, atom 7 (C): -0.14, atom 8 (C): -0.17, atom 9 (C): 0.03, atom 10 (C): 0.00, atom 11 (C): 0.03, atom 12 (C): -0.18, atom 13 (N): 0.02, atom 14 (C): -0.18, atom 15 (C): 0.03, atom 16 (C): 0.00, atom 17 (C): -0.01, atom 18 (C): -0.10, atom 19 (N): 0.00, atom 20 (H): 0.12, atom 21 (H): 0.13, atom 22 (H): 0.11, atom 23 (H): 0.06, atom 24 (H): 0.12, atom 25 (H): 0.13, atom 26 (H): 0.12, atom 27 (H): 0.12, atom 28 (H): 0.13, atom 29 (H): 0.13, atom 30 (H): 0.12, atom 31 (C): 0.00, atom 32 (C): -0.15, atom 33 (C): 0.06, atom 34 (C): -0.01, atom 35 (C): -0.29, atom 36 (O): 0.12, atom 37 (C): -0.17, atom 38 (C): -0.03, atom 39 (C): -0.05, atom 40 (C): -0.05, atom 41 (C): -0.05, atom 42 (C): -0.01, atom 43 (C): -0.24, atom 44 (O): 0.00, atom 45 (C): -0.06, atom 46 (C): 0.04, atom 47 (C): -0.23, atom 48 (N): 0.05, atom 49 (C): -0.31, atom 50 (C): -0.49, atom 51 (Te): 1.32, atom 52 (C): -0.57, atom 53 (C): -0.15, atom 54 (C): -0.08, atom 55 (C): -0.08, atom 56 (C): -0.08, atom 57 (C): -0.16, atom 58 (C): -0.16, atom 59 (C): -0.02, atom 60 (C): -0.05, atom 61 (C): -0.05, atom 62 (C): -0.05, atom 63 (C): -0.04, atom 64 (H): 0.09, atom 65 (H): 0.10, atom 66 (H): 0.11, atom 67 (H): 0.14, atom 68 (H): 0.12, atom 69 (H): 0.11, atom 70 (H): 0.12, atom 71 (H): 0.12, atom 72 (H): 0.12, atom 73 (H): 0.13, atom 74 (H): 0.12, atom 75 (H): 0.10, atom 76 (H): 0.03, atom 77 (H): 0.05, atom 78 (H): 0.08, atom 79 (H): 0.11, atom 80 (H): 0.11, atom 81 (H): 0.11, atom 82 (H): 0.10, atom 83 (H): 0.11, atom 84 (H): 0.12, atom 85 (H): 0.12, atom 86 (H): 0.12, atom 87 (H): 0.07